[1]
A molecular structure, C32H47F2N3O5PS3Sc in a non-equilibrium geometry, computed with ωB97M-V with the def2-TZVPD basis set.

Each line ends with the natural charge from an NBO analysis.
Element x y z (Å)
Sc -0.9115 1.6615 0.6848  1.748
S 0.8570 -0.5649 4.7705  0.468
S -3.4041 4.8198 -0.4284  -0.571
S -2.5023 3.1676 -0.8706  2.123
P 0.0250 -0.8003 -1.5936  2.086
F 1.4167 0.7154 1.8066  -0.412
F 1.4985 1.9374 -0.0383  -0.388
O -2.6853 2.7152 -2.2262  -0.953
O -2.8634 2.0479 0.1278  -1.058
O -1.6981 0.0030 2.0212  -0.783
O -0.6489 0.1010 -0.5762  -1.161
O -1.0017 3.2588 -0.5256  -1.030
N -0.1897 0.6569 4.2108  -0.660
N -1.6335 2.7826 2.8994  -0.474
N 1.3784 2.3455 4.7245  -0.619
C 1.0745 -0.1716 -5.2345  -0.400
C 1.4466 1.2921 -5.4796  -0.401
C -2.9401 -3.5797 -2.4350  -0.398
C -2.3211 -0.6748 -3.0495  -0.408
C -3.0944 -0.3005 2.0546  -0.243
C 0.1600 1.8818 4.2852  0.446
C -0.8697 2.9270 3.9940  0.161
C -1.2723 -1.6838 -2.5098  -0.606
C 1.6275 -0.6610 -3.8993  -0.397
C 2.5481 1.5609 4.5831  0.223
C 2.3664 -4.1898 0.6672  -0.411
C 1.2140 2.0654 1.3584  0.043
C 1.5428 -3.2226 -1.5201  -0.397
C 3.5710 -0.5963 4.3467  -0.202
C 1.2657 2.1562 -4.2136  -0.402
C -1.9491 -2.7352 -1.6204  -0.401
C -2.0715 4.8671 4.6904  -0.147
C -2.8810 4.7070 3.5868  -0.225
C 3.7830 2.1655 4.4338  -0.252
C 1.7813 -2.9887 1.4471  -0.405
C -1.0493 3.9509 4.9070  -0.249
C -3.7204 -1.2962 -3.1182  -0.400
C -2.6310 3.6498 2.7207  0.074
C 1.0618 0.1727 -2.7180  -0.604
C 4.8183 0.0062 4.2306  -0.215
C 1.1430 -1.9512 -0.7245  -0.603
C 1.5960 -4.4599 -0.6227  -0.386
C 4.9223 1.3862 4.2746  -0.199
C 0.6511 -2.2940 0.6905  -0.397
C 0.3772 1.4699 -3.1819  -0.406
C 2.4423 0.1772 4.5497  -0.236
C -3.6329 -2.7586 -3.5331  -0.403
H -0.7945 -2.2003 -3.3496  0.234
H 0.8563 -3.4157 -2.3475  0.204
H -3.2549 -1.2624 2.5440  0.177
H -0.4166 4.0131 5.7824  0.227
H 2.3549 -5.0877 1.2872  0.210
H 1.8901 0.4792 -2.0688  0.253
H -2.0221 -0.3595 -4.0513  0.205
H 1.4505 -0.7980 -6.0460  0.212
H 2.7172 -0.5787 -3.9096  0.210
H 1.5178 3.3337 4.5740  0.406
H -4.3301 -0.7207 -3.8153  0.223
H 2.5249 -3.0657 -1.9719  0.211
H -3.2414 3.5086 1.8407  0.261
H -0.0133 -0.2882 -5.2365  0.194
H -3.0652 -2.8247 -4.4671  0.191
H -0.6059 1.2794 -3.6118  0.216
H -1.2131 -3.3916 -1.1552  0.212
H 2.5614 -2.2456 1.6352  0.206
H 2.0372 -1.3308 -0.5837  0.246
H 0.3574 -1.3901 1.2168  0.255
H 0.8382 3.1257 -4.4703  0.223
H 5.8865 1.8655 4.1752  0.220
H -3.6860 -3.9966 -1.7546  0.207
H -1.3781 0.1779 2.9379  0.531
H 2.2371 2.3613 -3.7539  0.194
H 1.4121 -1.7255 -3.7827  0.204
H 2.0524 -5.2840 -1.1744  0.214
H 2.4859 1.3417 -5.8143  0.199
H -4.6199 -3.1716 -3.7455  0.214
H -3.6930 5.3852 3.3683  0.237
H 2.0754 2.6100 1.7562  0.123
H -2.4618 -2.2164 -0.8060  0.213
H -2.2311 5.6804 5.3858  0.224
H -0.2354 -2.9297 0.6504  0.197
H -2.3556 0.2260 -2.4338  0.261
H 0.2070 2.1228 -2.3277  0.261
H 0.5803 -4.7835 -0.3787  0.193
H -3.6500 0.4806 2.5765  0.184
H 5.7004 -0.6048 4.0968  0.219
H 3.8554 3.2470 4.4459  0.212
H -2.4170 -4.4306 -2.8789  0.200
H 3.4153 -4.0043 0.4204  0.198
H 1.4162 -3.3013 2.4275  0.212
H -3.4443 -0.3426 1.0259  0.207
H 3.4744 -1.6731 4.2856  0.223
H 0.8417 1.6848 -6.2988  0.209
H -4.2141 -1.2181 -2.1453  0.198

Atomic forces in eV per Å
Sc 0.2 -0.4 0.9
S 0.0 0.0 0.0
S 0.0 0.0 0.0
S -0.1 0.1 0.0
P 0.1 0.0 -0.2
F 0.1 0.0 0.0
F 0.1 0.0 0.0
O 0.0 0.0 0.0
O -0.3 0.1 -0.1
O -0.1 0.1 0.1
O 0.0 0.0 0.0
O -0.1 0.3 -0.4
N 0.0 0.1 0.1
N 0.2 0.0 -0.1
N 0.0 0.1 0.0
C 0.0 0.0 0.0
C 0.0 0.0 0.0
C 0.0 0.0 0.0
C 0.0 0.0 0.0
C 0.0 0.0 -0.1
C -0.2 -0.1 0.0
C 0.0 0.0 -0.1
C 0.1 0.0 0.0
C 0.0 0.0 0.0
C 0.0 0.0 0.0
C 0.0 0.0 0.0
C 0.1 -0.3 0.0
C 0.0 0.0 0.0
C 0.0 0.0 0.0
C 0.0 0.0 0.0
C 0.0 0.0 0.0
C 0.0 0.0 0.0
C 0.0 0.0 0.0
C 0.0 0.0 0.0
C 0.0 0.0 0.0
C 0.0 0.0 0.0
C 0.0 0.0 0.0
C 0.0 0.0 0.0
C 0.0 0.0 0.1
C 0.0 0.0 0.0
C -0.1 0.0 0.0
C 0.0 0.0 0.0
C 0.0 0.0 0.0
C 0.0 0.0 0.0
C 0.0 0.0 0.0
C 0.0 0.0 0.0
C 0.0 0.0 0.0
H 0.0 0.0 0.0
H 0.0 0.0 0.0
H 0.0 0.0 0.0
H 0.0 0.0 0.0
H 0.0 0.0 0.0
H 0.0 0.0 0.0
H 0.0 0.0 0.0
H 0.0 0.0 0.0
H 0.0 0.0 0.0
H 0.0 0.0 0.0
H 0.0 0.0 0.0
H 0.0 0.0 0.0
H 0.0 0.0 0.0
H 0.0 0.0 0.0
H 0.0 0.0 0.0
H 0.0 0.0 0.0
H 0.0 0.0 0.0
H 0.0 0.0 0.0
H 0.0 0.0 0.0
H 0.0 0.0 0.0
H 0.0 0.0 0.0
H 0.0 0.0 0.0
H 0.0 0.0 0.0
H 0.1 0.0 -0.1
H 0.0 0.0 0.0
H 0.0 0.0 0.0
H 0.0 0.0 0.0
H 0.0 0.0 0.0
H 0.0 0.0 0.0
H 0.0 0.0 0.0
H -0.1 0.1 0.0
H 0.0 0.0 0.0
H 0.0 0.0 0.0
H 0.0 0.0 0.0
H 0.0 0.0 0.0
H 0.0 0.0 0.0
H 0.0 0.0 0.0
H 0.0 0.0 0.0
H 0.0 0.0 0.0
H 0.0 0.0 0.0
H 0.0 0.0 0.0
H 0.0 0.0 0.0
H 0.0 0.0 0.0
H 0.0 0.0 0.0
H 0.0 0.0 0.0
H 0.0 0.0 0.0
H 0.0 0.0 0.0

The calculation puts the HOMO-LUMO gap at 7.6 eV. The highest occupied orbital energy is -7.573 eV. As for the largest force on an atom: 1.1 eV/A. As for the total charge: 0.

[2]
A molecular structure, C32H48AlN10O2P, computed with ωB97M-V with the def2-TZVPD basis set.

Each line ends with the Löwdin charge.
Element x y z (Å)
P 0.6867 3.7183 -1.2648  1.175
Al -0.7965 -0.8300 -0.3873  0.187
O -4.0057 5.7843 1.6377  -0.014
O -2.6748 3.2510 1.4632  0.031
N -0.0094 2.3835 -0.4784  -0.037
N -3.1521 -3.3046 2.1036  0.158
N -1.7450 -1.6427 1.0240  0.247
N 0.8125 -0.3087 0.1875  -0.022
N -3.8990 -5.3933 2.5693  0.213
N 1.4172 -1.6214 0.3677  0.081
N -0.1571 -2.3091 -1.2530  0.029
N -4.8559 3.6542 1.0376  0.134
N -2.2862 0.1923 -1.1202  0.059
N -1.9883 -5.1751 1.2992  0.229
C 0.6961 3.3254 -3.0592  -0.607
C 0.9366 -4.8642 -1.1060  -0.075
C -4.5503 1.7463 -1.2527  0.046
C -0.0842 -4.5491 -2.0823  -0.085
C -0.7420 3.4712 -3.5824  -0.070
C 0.1417 6.4259 -1.7289  -0.061
C 1.6962 0.7505 0.3307  -0.198
C 1.1008 1.8510 -3.2180  -0.056
C -3.7084 2.9975 0.8570  -0.440
C 1.4065 -3.9206 -0.2710  -0.014
C -2.5599 1.0873 -0.1561  -0.063
C 4.0572 4.7377 -0.5951  -0.023
C -0.2038 5.2662 -0.7835  -0.600
C -0.5929 -3.3046 -2.1010  -0.131
C 1.3074 2.0097 0.0776  -0.237
C 4.2335 2.7318 0.9402  -0.297
C 2.1009 3.2817 -0.1444  -0.209
C -4.2889 0.7985 -2.2296  0.005
C 1.6509 4.2310 -3.8508  -0.049
C -1.7188 5.0108 -0.7662  -0.064
C 4.0700 1.2457 1.1367  -0.041
C 3.6075 3.2899 -0.3686  -0.489
C -3.6586 1.9208 -0.2038  -0.063
C 0.9161 -2.5592 -0.3847  -0.359
C -2.9950 -4.6212 1.9792  -0.449
C -4.9193 4.7882 1.9722  -0.205
C -2.4152 -2.4450 1.5384  -0.197
C 0.2244 5.6577 0.6404  -0.064
C -3.1374 0.0441 -2.1404  -0.041
C 4.1082 2.4502 -1.5434  -0.024
C 3.7549 3.4136 2.2361  -0.033
C 3.0329 0.4419 0.9021  -0.010
H 1.9062 3.9839 0.6683  0.083
H -3.1238 5.4597 1.8604  0.078
H -0.7690 3.0324 -4.5824  0.102
H -0.4303 -5.2874 -2.7901  0.104
H 1.3235 -5.8745 -1.0512  0.112
H -4.9547 0.6600 -3.0694  0.130
H -5.9159 5.2095 1.8796  0.139
H -0.2440 7.3491 -1.2909  0.103
H -2.2079 5.9461 -0.4838  0.104
H -1.3745 -3.0261 -2.7976  0.108
H -2.1203 4.7077 -1.7298  0.073
H -5.4353 2.3645 -1.3491  0.132
H 2.6830 4.1445 -3.5146  0.065
H 5.3059 2.9278 0.8455  0.147
H -4.7738 4.4092 2.9828  0.140
H -0.3116 6.3156 -2.7124  0.076
H 3.7460 1.4231 -1.5155  0.082
H -1.2573 -4.6021 0.9027  0.103
H -0.7006 2.6346 0.2248  0.064
H 2.0695 1.6183 -2.7899  0.063
H 3.1416 -0.5919 1.1887  0.096
H 3.8406 2.9005 -2.4990  0.065
H -1.4594 2.9235 -2.9632  0.070
H 5.1298 4.7771 -0.7902  0.103
H 1.2194 6.5543 -1.8498  0.086
H -0.3885 6.5088 0.9453  0.103
H 1.2679 5.9702 0.6869  0.087
H -1.8749 -6.1728 1.2418  0.133
H 3.8482 5.3837 0.2585  0.079
H -1.8580 1.1899 0.6670  0.120
H 4.9204 0.7709 1.6175  0.123
H 2.1625 -4.1165 0.4768  0.119
H 1.1476 1.6427 -4.2895  0.105
H 1.6211 3.9172 -4.8962  0.104
H 5.1997 2.4099 -1.5070  0.108
H 4.4075 3.1416 3.0655  0.094
H 0.3633 1.1844 -2.7672  0.067
H -2.8728 -0.6838 -2.8964  0.136
H 0.0576 4.8586 1.3679  0.094
H 3.5540 5.1668 -1.4695  0.077
H -1.9960 4.2686 -0.0123  0.038
H -4.6335 -4.9542 3.0982  0.135
H 1.3669 5.2782 -3.8190  0.071
H 2.7473 3.0851 2.5019  0.087
H -1.0613 4.5083 -3.6715  0.076
H 3.7659 4.5024 2.1621  0.077
H -5.6759 3.4168 0.5077  0.139
H -3.8388 -6.3966 2.5618  0.132

Atomic forces in eV per Å
P -0.2 0.0 0.2
Al 0.0 -0.2 -0.2
O 0.0 -0.1 0.0
O 0.0 -0.2 0.6
N 0.1 0.0 -0.1
N -0.3 0.4 0.2
N -0.2 0.5 -0.1
N 0.3 -0.6 -0.2
N 0.0 0.0 0.0
N -0.2 0.3 -0.1
N 0.0 -0.1 -0.1
N 0.1 0.0 0.1
N 0.2 0.0 0.9
N -0.1 0.1 0.0
C 0.0 0.0 0.0
C -0.3 -0.1 -0.2
C -0.1 0.2 -0.1
C 0.2 -0.1 0.1
C 0.0 0.0 -0.1
C 0.0 0.0 0.0
C 0.2 -0.2 0.6
C 0.0 0.0 -0.1
C -0.4 -0.4 -0.2
C 0.0 0.3 0.0
C -0.2 0.3 -0.3
C 0.0 0.0 0.0
C 0.1 0.1 -0.1
C 0.0 0.2 0.1
C 0.0 0.2 -0.2
C 0.0 0.0 0.1
C -0.1 -0.1 -0.2
C 0.0 0.0 -0.1
C 0.0 -0.1 0.0
C 0.0 0.0 0.0
C 0.0 0.1 0.0
C 0.0 0.0 0.0
C 0.0 0.0 0.1
C 0.1 0.1 0.2
C 0.3 -0.3 -0.1
C 0.0 0.0 -0.1
C 0.2 -0.6 -0.1
C -0.1 0.0 0.0
C 0.1 -0.1 -0.2
C 0.0 0.0 0.0
C 0.0 0.0 -0.1
C -0.2 0.0 -0.2
H 0.0 0.0 0.1
H 0.0 0.0 0.1
H 0.0 0.0 0.0
H 0.0 0.0 0.0
H 0.0 0.0 0.0
H 0.0 0.0 0.0
H 0.0 0.0 0.1
H 0.0 0.0 0.0
H 0.0 0.0 0.0
H 0.0 0.0 0.0
H 0.0 0.1 -0.1
H 0.0 0.0 0.0
H 0.0 0.0 0.0
H 0.0 0.0 0.0
H 0.1 0.0 0.1
H 0.0 0.0 0.0
H 0.0 0.0 0.0
H 0.0 -0.1 0.0
H 0.1 0.2 0.1
H 0.0 0.0 0.0
H 0.0 0.0 0.0
H 0.0 0.0 0.0
H 0.1 0.0 0.0
H 0.0 0.0 0.0
H 0.0 0.0 0.0
H 0.0 0.0 0.0
H 0.0 0.0 0.0
H 0.0 0.0 0.0
H 0.0 0.0 0.0
H -0.2 -0.2 0.0
H 0.0 0.0 0.0
H 0.0 0.0 -0.1
H 0.0 0.0 0.0
H 0.0 0.0 0.0
H 0.0 0.0 0.0
H 0.0 0.0 0.0
H 0.0 0.0 0.0
H 0.0 0.0 0.0
H 0.0 0.0 0.0
H 0.0 0.0 0.0
H 0.3 0.4 -0.4
H 0.0 0.0 0.0
H -0.1 0.1 0.0
H 0.0 0.0 0.0
H 0.0 0.0 0.0
H 0.0 0.0 0.0
H 0.0 0.0 0.0
H 0.0 0.0 0.0

The calculation puts the HOMO-LUMO gap at 5.5 eV. The highest occupied orbital energy is -11.361 eV. As for the largest force on an atom: 0.9 eV/A. As for the total charge: +2.